Entry 1:
Computed, not measured: 11 unconnected molecules or ions with the total composition C11H44N22O11 in a non-equilibrium geometry, with ωB97M-V with the def2-TZVPD basis set.

```
88
Properties=species:S:1:pos:R:3:forces:R:3
N -1.329 -2.055 2.858 1.3139 0.4057 -1.4097
H -2.524 -3.057 -2.360 0.5149 -0.3305 -0.0496
H 1.561 -4.243 0.797 0.9367 0.4586 0.1041
C 2.860 3.957 -4.225 3.0756 0.5518 1.5721
N -1.062 -6.130 1.943 2.9776 -2.9969 2.5604
N -0.563 4.704 -1.561 4.0417 -5.1618 -0.5178
C -1.540 5.520 -1.639 0.0885 -1.4240 -0.4250
H 1.473 2.839 -3.796 -1.0733 -1.5970 1.0341
H 3.329 3.201 -0.655 -0.5168 -0.7022 0.3077
O -2.566 -1.533 4.661 -0.8156 3.0748 3.8862
N -1.545 -3.298 -2.421 -0.5398 11.0937 4.2212
N 1.938 -3.812 -0.035 -3.3088 -1.6016 -1.4280
N -2.394 2.781 -3.606 -4.9147 2.2760 -0.3447
H 2.619 -4.350 5.824 -0.3080 0.3598 0.0625
H 0.932 -0.114 1.592 -0.0114 0.2768 -0.9282
H -0.944 -2.612 -1.987 0.1624 0.0500 0.1075
O -2.610 5.226 -1.976 -6.7486 -2.2977 -2.7010
C 2.977 -3.036 -0.224 1.0491 -0.0866 4.2662
H -2.748 -4.226 -3.690 -0.2505 -1.1233 -0.1964
H 2.919 -2.705 5.281 0.6101 -1.0928 0.4175
H 0.505 2.204 3.551 -0.2382 0.1535 0.0177
N 2.294 -3.489 5.408 3.1845 -1.4558 1.1617
H 2.842 2.903 -2.678 -0.8615 -0.6968 0.3551
N 3.141 -2.418 -1.329 -0.8995 1.2657 -5.3325
H 0.372 4.977 -1.291 -0.4546 0.0646 -0.4144
H -1.214 2.151 3.855 0.9035 -0.1465 0.3957
H 4.553 5.075 -4.223 -0.1500 0.1393 0.2001
N 2.484 3.630 -0.305 0.1732 -6.1181 -1.3773
H 0.793 4.787 0.641 -0.0851 0.5136 0.8773
H -3.273 -5.838 1.489 -0.1272 -0.0667 -0.6571
C -1.086 -4.381 -2.798 3.9397 -3.7998 1.6855
O 0.002 -1.274 -1.301 -0.5998 -1.0027 -0.2000
H 3.741 -1.606 -1.333 -0.2167 -0.5456 -0.2742
H -3.266 2.688 -3.105 -0.6303 1.4294 -0.7918
H -2.393 -5.867 -3.253 0.5721 0.0678 -0.4622
H 1.239 -3.735 -0.760 -0.3077 -0.5538 -0.0294
N 0.627 -0.686 0.817 -0.3923 -4.6647 2.9895
H 0.353 1.178 -1.574 -0.3336 0.0933 0.0016
N -2.010 0.707 -2.924 -1.6184 -3.2745 1.6491
H -1.360 -2.770 2.145 1.0265 0.6171 -0.4879
H -0.589 -1.368 2.873 -1.1463 0.0526 0.0482
H 4.468 3.767 -3.105 0.2029 0.3019 -0.1461
C -1.589 1.911 -3.155 1.3517 -1.2000 -2.2935
N 1.091 -2.095 4.483 -2.2452 6.4804 -4.3486
H 1.570 3.228 -0.151 0.5598 -1.1607 0.2635
O -0.867 -4.099 1.128 3.0037 3.4581 -1.3779
H -2.592 2.355 2.775 -0.1792 0.1219 -0.6985
N -2.022 2.678 2.007 -5.3784 0.6248 -3.5765
O 0.120 -3.989 5.283 -0.1881 0.4467 -1.5164
N 1.494 5.416 0.275 -1.9145 2.7838 0.6565
N 0.460 0.811 -0.639 -0.3156 2.8000 -1.8968
H -1.389 0.000 -2.558 0.1630 -0.0062 0.0274
H 2.502 -2.704 -2.057 0.3837 0.8574 -0.5860
H -2.972 0.443 -3.079 0.2477 0.1397 0.0940
H 0.305 1.434 0.141 0.1332 0.3718 -0.3423
O 0.026 2.945 1.078 -0.6488 -0.4039 0.9158
N 4.001 4.354 -3.782 3.2934 1.9377 -0.3429
H -1.997 3.630 -3.981 -0.6760 0.0665 0.5581
C 0.259 -0.478 -0.417 1.5900 2.5027 -1.1879
C 2.516 4.891 -0.351 1.2956 2.7135 0.9473
O 3.459 5.516 -0.746 2.1314 1.6779 -1.5059
H -1.706 -6.906 1.989 1.2227 -0.3921 0.0317
N -1.236 6.678 -1.289 1.7617 7.3793 2.5765
H -2.377 2.816 1.072 -0.8723 0.0398 0.3350
O -0.432 2.180 -3.306 6.3465 0.4234 0.9418
C -2.357 -2.167 3.708 0.1367 -1.7595 -1.8609
O 2.227 4.637 -5.042 -1.9136 1.0773 -2.2994
H 2.000 -1.675 4.347 -0.5373 -0.0612 -0.5534
O 3.763 -2.777 0.647 2.1731 0.2532 3.2801
N 2.465 2.898 -3.615 -2.9922 -1.6976 -0.2838
C -0.752 2.641 2.026 2.7825 1.3066 -1.3974
H -2.035 7.295 -1.263 0.3917 0.2880 0.5888
N -3.166 -3.161 3.252 -0.8723 -1.0329 -0.5717
H 0.560 -1.684 0.951 0.3328 -0.2458 1.0125
H -0.717 3.843 -2.065 0.5391 -0.1660 0.3289
C -1.462 -5.113 1.285 0.4662 0.0398 0.3407
H -0.052 -6.145 1.979 -0.1626 -0.9293 0.9488
H -3.893 -3.533 3.846 0.3934 0.0650 -0.0334
C 1.057 -3.248 4.985 0.1512 -6.1151 5.2710
H 0.464 -2.166 3.695 0.0070 1.0053 -0.0395
H -0.559 6.604 -0.543 0.0133 1.4811 0.1013
H -3.037 -4.805 0.107 -0.0819 0.2081 0.5554
N -2.652 -5.316 0.888 -7.0958 -0.0162 -2.8055
H 1.760 6.346 0.563 -1.0114 0.0591 0.4727
O -0.016 -4.877 -2.509 1.5198 -0.3488 -0.0401
N -2.086 -4.910 -3.354 -6.0929 -5.8018 -5.2468
N -0.443 2.357 3.237 3.4975 -1.4948 4.4148
H -2.702 -3.751 2.576 -0.9346 -0.2835 0.3951
```
Forces are in eV/Å.

## Properties
Multiplicity ... 2
DFT total energy ... -2477.573598 Ha
E_HOMO (alpha / beta) ... -0.3948 / -0.3948 Eh
<S²> ... 0.75
Kohn-Sham gap (alpha / beta) ... 8.116 / 2.256 eV
Charge ... +1
LUMO (alpha / beta) ... -0.097 / -0.312 Ha
Relative energy (zero: lowest compared OMol25 entry of this formula, charge and spin) ... 5.752 eV


Entry 2:
Computed, not measured: 2 unconnected molecules or ions with the total composition C5H13N2O in a non-equilibrium geometry, with ωB97M-V with the def2-TZVPD basis set.

```
21
Properties=species:S:1:pos:R:3:forces:R:3
H 1.017 1.703 -0.068 -0.8411 -0.2222 -0.8985
H 2.961 -1.473 -1.032 -0.8451 0.3128 0.1570
C 2.077 -0.880 -0.697 0.5328 -0.5157 -1.4917
C 0.536 0.425 1.673 0.6189 2.5555 -5.1594
H -1.429 -0.572 1.816 0.8931 0.0167 -0.7360
H 0.549 0.124 -1.543 -0.7838 1.1339 0.3710
C 2.589 0.190 0.236 0.7258 0.4300 -0.2748
H 3.441 0.683 -0.230 -0.2760 0.7241 0.0455
C 1.489 1.166 0.725 -0.2283 -0.6311 2.4995
N 1.317 -0.389 -1.888 0.2897 -0.9384 0.7910
H -6.123 0.234 -1.008 -0.6666 0.5621 -0.7555
O -0.872 -0.362 -0.205 1.7189 1.3417 6.5573
H 0.571 0.778 2.654 0.0827 -0.5145 2.0211
H 1.448 -1.486 -0.081 -0.6707 -1.0248 0.4587
H 1.931 1.940 1.355 0.3871 -0.1538 -0.0417
H 2.988 -0.221 1.160 0.2105 -0.6290 -0.1898
H 0.800 -1.065 -2.484 1.3678 -0.0618 0.4016
H -4.941 0.851 0.038 -0.4874 0.7780 0.0779
C -0.619 -0.233 1.110 -3.2002 -1.8314 -4.5054
H -4.524 -0.355 -0.953 -1.7084 0.5123 0.4250
N -5.340 0.068 -0.437 2.8804 -1.8443 0.2470
```
Forces are in eV/Å.

## Properties
DFT total energy ... -382.604471 Ha
E_HOMO ... -0.4433 Eh
Kohn-Sham gap ... 2.923 eV
Charge ... +1
LUMO ... -0.336 Ha
Relative energy (zero: lowest compared OMol25 entry of this formula, charge and spin) ... 6.998 eV


Entry 3:
Computed, not measured: 3 unconnected molecules or ions with the total composition C5H12O3 in a non-equilibrium geometry, with ωB97M-V with the def2-TZVPD basis set.

```
20
Properties=species:S:1:pos:R:3:forces:R:3
H -0.505 -0.129 2.128 -0.0756 -0.0066 -0.0881
H -1.921 -1.726 0.520 0.0918 -0.0055 -0.0611
H -2.492 -2.061 1.892 0.1042 0.0354 0.0291
H 1.655 0.473 2.728 0.3869 -0.0752 -0.4012
C 1.345 0.986 0.618 0.4402 -1.2731 0.2970
H -0.159 0.086 -2.289 -0.1952 -0.0525 0.0356
C 0.411 0.741 -0.301 0.2445 0.7392 0.1727
H 2.382 0.758 0.391 0.1285 0.3692 -0.2032
H 1.086 2.114 2.514 0.5963 0.1072 -0.4473
H 2.673 1.206 -1.978 -0.2375 0.2030 0.2135
O -1.963 -1.833 -2.096 0.2452 -0.0675 -0.6253
H 1.780 0.694 -3.481 -0.0035 -0.1788 0.0306
C 0.673 0.474 -1.719 -0.1554 0.4836 -0.0744
H -2.432 -1.641 -2.921 -0.2074 0.0560 0.3472
H -1.111 -2.136 -2.440 -0.0484 -0.0153 0.4033
O -1.665 -1.853 1.443 -0.0995 0.0346 -0.0565
O -0.341 0.802 2.338 0.3681 -0.0379 0.1319
H -0.621 0.909 -0.009 -0.0215 -0.3429 -0.0585
C 1.754 0.820 -2.405 0.4780 -0.2263 -0.3787
C 1.048 1.110 2.079 -2.0397 0.2535 0.7335
```
Forces are in eV/Å.

## Properties
DFT total energy ... -423.368942 Ha
E_HOMO ... -0.3186 Eh
Kohn-Sham gap ... 9.167 eV
SMILES ... C=C/C=C/CO.O.O
LUMO ... 0.018 Ha
Relative energy (zero: lowest compared OMol25 entry of this formula, charge and spin) ... 2.310 eV


Entry 4:
Computed, not measured: 12 unconnected molecules or ions with the total composition H24O12 in a non-equilibrium geometry, with ωB97M-V with the def2-TZVPD basis set.

```
36
Properties=species:S:1:pos:R:3:forces:R:3
H 0.658 4.600 -0.447 -0.0478 -1.4633 1.1594
H 2.488 2.369 1.439 -0.5213 -2.5702 0.7496
H 1.483 -2.057 -3.059 -1.2674 -0.3069 1.5682
O 0.015 -2.862 -0.523 0.0766 -4.1292 2.8021
O -4.760 -2.222 0.611 0.4482 0.9836 -0.5921
H -2.475 1.090 3.365 -0.9661 -0.4346 1.5083
H 1.695 1.057 1.124 -0.9822 -0.5155 -1.0953
H 3.869 0.085 -1.497 0.9271 0.6542 -0.5668
O 1.648 -1.001 3.858 -0.5336 0.8736 -1.3469
H 1.557 -0.045 3.995 0.2206 -0.5027 0.0115
O -4.563 1.695 -1.458 0.3112 0.6779 -0.3879
H 0.243 -1.446 -2.474 -0.6881 0.6366 0.0767
H -0.905 -2.995 -0.738 -0.4540 0.0633 -0.0410
H -2.187 -0.835 -0.861 -1.5241 1.7926 3.3999
H -0.815 0.365 -0.427 -0.2507 0.0326 -0.9464
H 1.486 5.533 -1.255 -0.6005 0.0760 0.0020
O 2.297 1.413 1.752 1.4480 3.0533 0.3442
H 4.507 -1.997 -0.346 -0.3719 -0.8133 -0.0262
O 4.317 0.829 -1.978 0.9971 -2.6584 1.3366
O 0.824 -2.163 -2.279 3.8639 0.5939 -4.6786
H 0.392 -3.820 -0.626 -0.8381 2.7832 0.3320
H -4.528 -1.475 0.010 -0.4152 -0.8951 0.6374
H -4.300 2.471 -1.992 -0.2961 -0.5402 0.4497
H 3.174 -2.087 0.213 -3.4342 2.3596 2.6118
H 3.577 1.346 -2.147 -2.0013 1.9601 -0.7824
O -0.081 0.448 0.161 0.1118 0.3427 0.8632
O 3.735 -2.593 -0.262 3.8028 -1.5456 -2.5577
O -1.922 -1.366 -1.539 0.8072 -1.0938 -3.2932
H -4.302 -2.002 1.431 -0.0706 -0.0897 -0.0333
O -2.027 1.072 2.546 1.4143 1.6449 -1.3295
O 0.564 5.330 -1.017 0.6423 1.3692 -1.1676
H -1.415 -0.732 -2.066 -0.1471 -0.4993 -0.3009
H -1.643 1.988 2.541 -0.3694 -1.2149 -0.3125
H -3.935 1.019 -1.721 -0.0079 -0.1709 -0.1171
H 1.893 -1.396 4.671 0.3489 -0.3642 1.2577
H -0.567 0.387 0.997 0.3677 -0.0893 0.4651
```
Forces are in eV/Å.

## Properties
DFT total energy ... -917.137241 Ha
E_HOMO ... -0.3447 Eh
Kohn-Sham gap ... 8.867 eV
SMILES ... O.O.O.O.O.O.O.O.O.O.O.O
LUMO ... -0.019 Ha
Relative energy (zero: lowest compared OMol25 entry of this formula, charge and spin) ... 5.119 eV


> relative energy (zero: lowest compared OMol25 entry of this formula, charge and spin) of number 3 (C5H12O3)?

2.310 eV


> Look up the DFT total energy of the third one.

-423.368942 Ha


> What is the formula in the third record?

C5H12O3